Density functional theory data (ωB97M-V/def2-TZVPD) for one molecule with the formula C4H7N3 in a non-equilibrium geometry.

ORCA input file:
```
! RIJCOSX wB97M-V def2-TZVPD def2/J DEFGRID3
* xyz 0 1
C -1.8955 -0.6474 -0.5858
C -1.6208 0.6125 0.2220
C -0.2281 0.9994 0.2479
N 0.6974 1.8614 0.4701
C 1.0434 0.4917 0.1269
N 1.8324 -0.6607 0.1026
N 3.1645 -0.5990 0.3929
H -1.7635 -0.4944 -1.6558
H -3.0180 -0.9248 -0.4000
H -1.2076 -1.3874 -0.2424
H -1.8982 0.3642 1.3728
H -2.2966 1.5146 -0.1090
H 3.4349 0.2470 -0.0690
H 3.7558 -1.3768 0.1270
*
```

- structure (SMILES) = CCc1n/c1=N\N
- max |F| (Eh/bohr) = 0.128
- relative energy (zero: lowest compared OMol25 entry of this formula, charge and spin) (eV) = 4.633
- electronic energy (hartree) = -320.71304